Record 1
DFT (ωB97M-V/def2-TZVPD) results for C28H47BKN6O3 as an isolated structure at a distorted geometry.

## Properties
- LUMO (eV) = 2.21
- HOMO (eV) = -5.0
- Kohn-Sham gap (eV) = 7.181
- ΔE to the lowest compared entry with this formula, charge and spin (kcal/mol) = 11.9
- charge = -1

Each line ends with the Löwdin charge.
Cartesian coordinates (Å):
K  -0.905173  1.176320  0.135893  0.742
C  2.728878  -1.784260  2.176057  -0.018
C  1.257107  -1.452601  2.314737  -0.300
C  0.587209  -0.975565  3.438049  -0.003
C  -0.746129  -0.742805  2.977500  -0.302
N  -0.855729  -1.025358  1.705208  0.093
N  0.436897  -1.392875  1.263946  0.048
B  0.809559  -1.793126  -0.189290  -0.545
N  1.631742  -0.859882  -1.080173  0.040
N  1.048034  0.349226  -1.521651  0.103
C  1.743793  0.718504  -2.582087  -0.265
C  2.853546  -0.143093  -2.751829  0.010
C  2.725394  -1.118241  -1.744313  -0.304
C  3.685421  -2.244687  -1.595234  -0.034
C  1.418454  1.889837  -3.499919  -0.550
C  2.407829  2.992463  -3.158914  -0.054
C  0.030786  2.385368  -3.185469  -0.057
C  1.687517  1.407042  -4.946943  -0.053
N  -0.498696  -2.053585  -0.954349  0.053
N  -1.557569  -1.092320  -0.872934  0.045
C  -2.645582  -1.654949  -1.379504  -0.295
C  -2.368677  -2.979004  -1.735034  -0.003
C  -1.022442  -3.212405  -1.385582  -0.246
C  -0.117003  -4.449182  -1.452171  -0.018
C  -3.977224  -0.921441  -1.578795  -0.559
C  -3.844413  0.525087  -1.154306  -0.077
C  -4.230738  -1.064542  -3.063837  -0.055
C  -5.009565  -1.656082  -0.713144  -0.041
C  -1.876758  -0.251625  3.808764  -0.595
C  -1.461146  1.025836  4.473083  -0.055
C  -2.159740  -1.260669  4.896817  -0.072
C  -3.199262  -0.066643  3.048515  -0.055
H  3.223698  -1.890070  3.134729  0.067
H  2.931079  -2.748329  1.672050  0.073
H  3.272456  -0.992948  1.588440  0.095
H  0.988083  -0.843438  4.455823  0.113
H  1.467890  -2.835368  -0.074179  0.103
H  3.647629  -0.076370  -3.456702  0.088
H  4.075358  -2.606011  -2.567618  0.085
H  4.525095  -1.935571  -0.985056  0.072
H  3.247503  -3.113828  -1.069381  0.062
H  2.218910  3.435702  -2.171917  0.078
H  3.484320  2.762825  -3.390570  0.095
H  2.207406  3.874063  -3.839138  0.094
H  0.041746  2.938533  -2.232543  0.067
H  -0.255079  3.135895  -3.932621  0.085
H  -0.719457  1.595275  -3.166199  0.075
H  2.773035  1.245951  -5.079261  0.072
H  1.133444  0.501476  -5.250042  0.087
H  1.369741  2.174654  -5.670894  0.076
H  -3.060905  -3.699655  -2.135181  0.091
H  -0.626741  -5.376588  -1.604249  0.059
H  0.595130  -4.233307  -2.276035  0.091
H  0.496703  -4.443835  -0.561226  0.047
H  -3.131422  1.121210  -1.750355  0.077
H  -4.827751  1.058847  -1.262087  0.097
H  -3.640572  0.671771  -0.072915  0.059
H  -3.396415  -0.633198  -3.642818  0.097
H  -4.300596  -2.150420  -3.274473  0.079
H  -5.138038  -0.524455  -3.411610  0.090
H  -4.692451  -1.831745  0.318724  0.076
H  -5.904770  -1.023812  -0.569190  0.080
H  -5.299691  -2.605486  -1.221904  0.090
H  -0.485491  0.863613  4.944617  0.077
H  -1.322788  1.883836  3.790295  0.099
H  -2.139128  1.354869  5.300497  0.097
H  -1.253061  -1.386039  5.560518  0.097
H  -2.987498  -0.906928  5.552382  0.086
H  -2.451980  -2.245946  4.496751  0.093
H  -3.170236  0.726558  2.294666  0.055
H  -3.571426  -1.032365  2.525611  0.108
H  -3.997913  0.305377  3.765045  0.097
C  2.485271  3.375944  3.113339  -0.052
C  2.300616  2.784934  1.720677  -0.495
C  3.683019  2.377828  1.147040  -0.028
O  1.466183  1.581702  1.786987  -0.091
C  1.725827  3.916633  0.767982  -0.683
O  2.205921  5.037809  0.956698  -0.025
O  0.808781  3.526284  0.012447  -0.090
H  2.914503  2.642310  3.792035  0.068
H  1.501124  3.735602  3.496508  0.096
H  3.121870  4.273304  3.083719  0.083
H  4.198514  1.751738  1.920193  0.078
H  4.371411  3.269078  1.012705  0.101
H  3.570390  1.886273  0.203635  0.062
H  1.744430  1.051075  2.560961  0.069

Forces on atoms 1 to 6 (eV/Å):
K 0.693 1.060 0.208
C 0.346 0.109 -0.779
C 1.033 0.762 0.712
C -0.076 -0.373 0.204
C 1.435 -0.412 0.049
N 1.264 -0.043 -0.769

***

Record 2
DFT (ωB97M-V/def2-TZVPD) results for a 6-piece molecular cluster, C39H46F5NO2P overall.

## Properties
- LUMO (eV) = 1.94
- HOMO (eV) = -2.5
- Kohn-Sham gap (eV) = 4.392
- charge = -1

Each line ends with the Löwdin charge.
Cartesian coordinates (Å):
C  -2.294508  7.998521  -2.356979  -0.094
C  -1.793527  6.801389  -3.146801  -0.292
O  -0.399404  6.628600  -3.137965  -0.159
C  0.198892  6.573717  -1.844032  -0.178
C  1.307906  5.526101  -1.827005  -0.240
O  1.091233  4.634976  -0.771669  -0.260
C  1.808802  3.387581  -0.997268  -0.438
P  0.709238  2.389459  -2.000461  0.652
N  -0.875005  2.494483  -1.819156  -0.350
C  2.029736  2.669525  0.353139  -0.450
C  3.194878  1.686739  0.204610  -0.117
C  2.332265  3.669135  1.485483  -0.240
C  1.321887  3.583877  2.628487  -0.117
H  -3.354562  8.139371  -2.567789  0.068
H  -2.207474  7.837784  -1.283015  0.064
H  -1.740326  8.895763  -2.623775  0.074
H  -2.062350  6.944752  -4.194113  0.111
H  -2.287831  5.882109  -2.815805  0.120
H  -0.525526  6.270341  -1.088277  0.120
H  0.597303  7.566002  -1.623664  0.116
H  1.293687  5.000666  -2.786379  0.095
H  2.296292  5.998157  -1.743175  0.112
H  1.155587  1.081942  -1.766231  -0.034
H  1.084183  2.567517  -3.355130  -0.042
H  -1.049015  3.232675  -1.143467  -0.087
H  1.138931  2.097519  0.662839  0.106
H  4.103003  2.272146  0.055295  0.066
H  3.316674  1.073101  1.104257  0.067
H  3.072486  1.058981  -0.674804  0.033
H  2.387210  4.682687  1.101238  0.096
H  3.316213  3.432659  1.903698  0.095
H  1.374528  2.592725  3.084127  0.060
H  0.307103  3.708193  2.250986  0.070
H  1.511197  4.327871  3.402729  0.057
F  1.203096  -1.012269  -0.590933  0.046
C  1.689330  -2.157317  -1.093689  -0.280
C  3.054695  -2.360538  -1.116862  -0.009
C  3.530011  -3.565758  -1.612771  -0.090
C  2.647695  -4.538512  -2.066501  -0.107
C  1.279559  -4.304264  -2.030095  -0.086
C  0.791610  -3.100194  -1.546862  -0.019
H  3.718064  -1.586990  -0.753678  0.115
H  4.596398  -3.746999  -1.639328  0.100
H  3.027019  -5.477589  -2.447522  0.094
H  0.587512  -5.058662  -2.380477  0.103
H  -0.264906  -2.888167  -1.510221  0.100
F  6.268578  3.332390  -2.344560  0.052
C  5.938976  4.462732  -2.999769  -0.285
C  4.697614  4.560164  -3.594187  -0.008
C  4.376639  5.728010  -4.269549  -0.083
C  5.288379  6.774048  -4.337793  -0.108
C  6.529527  6.650591  -3.730178  -0.104
C  6.863957  5.486604  -3.052830  -0.030
H  3.993622  3.741655  -3.520314  0.109
H  3.403735  5.822408  -4.733037  0.106
H  5.029204  7.685131  -4.861161  0.094
H  7.242794  7.463194  -3.780866  0.095
H  7.823062  5.369170  -2.566152  0.110
F  -1.474310  -4.336933  0.043538  0.053
C  -2.819902  -4.264790  0.037440  -0.302
C  -3.540546  -5.313378  0.571372  -0.013
C  -4.924514  -5.224116  0.590681  -0.080
C  -5.561933  -4.102802  0.076870  -0.095
C  -4.811842  -3.063036  -0.456103  -0.077
C  -3.426730  -3.135831  -0.476863  -0.021
H  -3.021696  -6.176280  0.967551  0.116
H  -5.504674  -6.033991  1.012492  0.088
H  -6.641539  -4.038079  0.094937  0.099
H  -5.302460  -2.186134  -0.855989  0.108
H  -2.825669  -2.329408  -0.877767  0.123
F  -5.861126  -8.572973  1.445025  0.047
C  -5.200101  -8.732650  2.611087  -0.295
C  -5.725010  -8.168446  3.755616  -0.019
C  -5.037787  -8.330872  4.949346  -0.083
C  -3.847243  -9.042993  4.982246  -0.096
C  -3.341071  -9.597626  3.815291  -0.083
C  -4.019278  -9.446292  2.614799  -0.019
H  -6.649875  -7.609998  3.704405  0.118
H  -5.433747  -7.894541  5.856268  0.105
H  -3.312766  -9.161034  5.914795  0.101
H  -2.410014  -10.147557  3.835648  0.105
H  -3.643705  -9.869005  1.692835  0.118
F  -1.039884  -2.175543  6.347119  0.037
C  -0.991637  -2.056022  4.997997  -0.291
C  0.143481  -1.529691  4.416856  -0.018
C  0.187027  -1.409490  3.034703  -0.065
C  -0.892649  -1.813406  2.263075  -0.077
C  -2.023268  -2.336551  2.875589  -0.075
C  -2.081389  -2.462348  4.256373  -0.021
H  0.970531  -1.215998  5.039372  0.115
H  1.064680  -0.993464  2.558178  0.105
H  -0.852634  -1.710020  1.186887  0.094
H  -2.870524  -2.636797  2.273500  0.092
H  -2.952073  -2.867811  4.754236  0.113

Forces on atoms 1 to 6 (eV/Å):
C -0.071 -0.203 0.176
C -0.140 -0.001 -0.158
O 0.161 0.116 -0.035
C 0.123 -0.223 -0.273
C 0.083 0.142 -0.094
O -0.237 0.104 0.021

***

Record 3
DFT (ωB97M-V/def2-TZVPD) results for a 2-piece molecular cluster, C4H2Cl2 overall at a distorted geometry.

## Properties
- LUMO (eV) = -0.59
- HOMO (eV) = -10.1
- Kohn-Sham gap (eV) = 9.480
- ΔE to the lowest compared entry with this formula, charge and spin (kcal/mol) = 78.4
- charge = 0

Each line ends with the natural charge from an NBO analysis.
Cartesian coordinates (Å):
C  1.164263  1.068327  0.014875  -0.366
C  -0.028524  0.905359  0.056853  -0.055
C  -2.455696  -0.743080  -0.005911  -0.314
C  -2.154847  0.529786  -0.095868  0.052
Cl  -4.137540  -1.188827  0.043968  0.040
Cl  -2.975135  1.988446  0.002016  0.134
H  2.199634  1.007924  -0.242603  0.241
H  -1.624796  -1.419951  -0.116361  0.268

Forces on atoms 1 to 6 (eV/Å):
C -0.231 -0.506 -0.502
C -4.215 -0.875 -0.464
C -0.289 0.625 -0.549
C 4.404 1.757 1.022
Cl 0.757 -0.225 -0.014
Cl 0.019 -0.464 -0.131

***

- Among the records above, which one has the lowest HOMO?
  C4H2Cl2

***

- Number 1 is which compound?
  C28H47BKN6O3

***

- Look up the charge of the third one.
  0